(1)
The following is a DFT calculation (the ωB97M-V functional and the def2-TZVPD basis) of a structure of composition C87H192As4F24N9 in a non-equilibrium geometry.

Geometry as XYZ:
```
316
Properties=species:S:1:pos:R:3:lowdin_charge:R:1
As 2.54 -5.37 -2.03 0.68
As -1.51 -2.94 4.39 0.76
As 4.36 3.79 -0.48 0.66
As -3.00 0.05 -4.07 0.71
F 5.83 3.95 -1.21 -0.20
F 1.19 -6.17 -2.75 -0.25
F 3.69 2.76 -1.74 -0.27
F -1.70 -3.75 2.85 -0.26
F -4.58 0.30 -4.63 -0.22
F -2.78 -3.94 4.94 -0.25
F -1.39 -2.17 5.98 -0.27
F 2.23 -3.91 -2.84 -0.24
F 3.57 -5.85 -3.30 -0.23
F 4.84 2.44 0.38 -0.21
F 4.89 4.86 0.71 -0.23
F 3.91 -4.61 -1.21 -0.27
F -0.25 -1.85 3.84 -0.25
F -3.45 0.36 -2.44 -0.23
F 3.64 5.24 -1.27 -0.29
F -3.38 -1.63 -3.78 -0.24
F 2.80 3.70 0.38 -0.28
F 3.00 -6.88 -1.28 -0.25
F 1.56 -4.94 -0.67 -0.25
F -1.36 -0.10 -3.61 -0.24
F -2.59 1.76 -4.44 -0.29
F -2.73 -1.76 4.06 -0.25
F -0.39 -4.26 4.75 -0.26
F -2.67 -0.38 -5.71 -0.25
N 6.36 -6.58 0.74 -0.19
N 1.15 -2.93 9.50 -0.23
N 6.80 1.55 -4.58 -0.28
N -4.62 3.87 -8.72 -0.24
N -2.48 -4.64 -4.40 -0.25
N -0.14 -0.11 0.38 -0.21
N -5.11 5.56 3.94 -0.31
N 4.88 8.75 -0.28 -0.28
N -6.93 -4.72 5.68 -0.21
C -6.88 -3.46 4.78 -0.08
C 4.63 -5.60 2.24 -0.22
C -4.80 5.05 5.28 0.04
C 6.45 -7.01 -0.74 -0.08
C -4.06 5.36 2.93 -0.10
C -4.06 -4.48 -7.97 -0.23
C 9.17 6.43 -1.88 -0.09
C -5.52 -5.44 5.79 -0.06
C -3.81 1.66 -8.06 -0.17
C 7.48 1.90 -3.25 -0.06
C 5.42 9.19 1.02 0.02
C 9.18 1.88 -5.06 -0.11
C 2.64 9.37 -1.12 -0.12
C -3.49 2.82 -8.93 -0.10
C 7.91 -2.99 0.71 -0.21
C 2.47 -3.00 5.74 -0.26
C -5.87 5.71 -9.93 -0.22
C -5.96 6.50 -11.21 -0.24
C -5.88 -1.19 4.51 -0.11
C 1.36 -0.31 0.62 -0.11
C -0.83 -1.47 0.09 -0.04
C -5.87 2.94 -8.62 -0.08
C -2.96 -4.51 -6.89 -0.18
C -9.67 -3.89 8.26 -0.25
C -3.39 -4.19 -5.48 -0.15
C -8.88 -3.71 6.98 -0.19
C -0.03 2.80 -2.12 -0.06
C 3.12 -5.55 2.57 -0.05
C 7.25 -5.39 0.98 -0.15
C -4.47 4.55 -7.38 0.02
C -2.28 0.09 1.30 -0.14
C 4.52 -0.85 -1.53 -0.08
C 0.25 2.10 -0.77 -0.21
C 0.42 -4.74 11.12 -0.12
C 3.57 10.64 -1.03 -0.12
C -5.96 -2.39 5.38 -0.24
C 3.17 -2.02 4.84 -0.10
C -7.08 -7.15 5.44 -0.15
C -3.29 -4.68 -3.10 -0.10
C 7.11 7.72 -0.96 -0.16
C 6.93 -4.12 0.20 -0.18
C 4.93 9.96 -1.18 -0.12
C -2.28 -1.23 0.57 -0.14
C -1.32 -3.38 -2.67 -0.14
C 2.64 0.20 -4.79 -0.11
C 2.26 -2.45 7.16 -0.18
C 4.89 -6.41 1.03 -0.14
C 3.71 -0.97 -0.21 -0.17
C -0.08 -3.71 10.11 -0.06
C 6.21 -8.49 -0.71 -0.13
C -6.22 5.15 1.85 -0.11
C 1.86 -5.01 10.56 -0.13
C -6.02 9.25 6.01 -0.09
C -1.32 -3.64 -4.16 -0.05
C -5.37 7.07 3.97 -0.12
C 6.72 -9.00 0.63 -0.12
C 3.38 8.46 -0.16 -0.09
C -4.89 7.56 -11.13 -0.10
C 4.92 0.29 -5.64 -0.17
C 7.67 6.46 -1.63 -0.27
C -2.00 -6.00 -4.70 0.00
C 6.43 2.80 -5.28 0.04
C -3.61 -4.95 -9.41 -0.08
C 1.24 -3.25 7.98 -0.10
C -6.26 4.84 3.36 -0.09
C 2.30 -3.67 10.12 -0.15
C -5.83 -6.88 6.26 -0.14
C 1.11 -1.50 9.77 0.00
C 8.80 2.55 -3.70 -0.15
C 7.96 0.99 -5.35 -0.12
C 2.19 -0.78 -0.56 -0.15
C 5.65 0.61 -4.36 -0.13
C -4.57 4.93 -9.87 -0.09
C -5.36 1.66 -7.91 -0.12
C 3.77 -0.67 -5.24 -0.22
C 6.99 -7.74 1.45 -0.09
C 5.59 7.49 -0.76 -0.12
C -4.80 5.61 1.59 -0.13
C 7.91 -1.68 -0.14 -0.11
C -10.81 -2.79 8.42 -0.09
C -7.51 -4.49 7.01 -0.12
C -7.77 -5.84 5.03 -0.08
C -0.79 0.39 1.61 -0.07
C -2.28 -4.46 -2.02 -0.11
C -6.70 8.91 4.70 -0.25
C -0.44 0.78 -0.82 -0.14
C -6.75 7.43 4.33 -0.20
H -3.57 5.07 -7.27 0.09
H 1.65 9.56 -0.67 0.12
H -10.33 -1.80 8.28 0.07
H 7.07 -0.99 0.06 0.06
H 4.97 -4.56 2.14 0.11
H 0.41 -4.41 12.17 0.13
H 7.65 -9.51 0.54 0.12
H 7.35 -5.20 2.02 0.12
H -1.69 -2.34 -2.54 0.07
H 4.36 -1.79 -2.05 0.08
H -8.66 -2.62 6.92 0.12
H 0.88 -1.38 10.80 0.10
H 5.11 7.12 -1.61 0.10
H -0.73 -1.56 -1.01 0.10
H -2.99 0.09 2.13 0.11
H -5.11 8.21 -10.28 0.09
H -5.94 6.47 -9.14 0.12
H 1.75 -0.38 -4.53 0.08
H 5.11 -8.62 -0.80 0.13
H 4.47 -7.42 1.02 0.15
H -1.22 -5.87 -5.43 0.11
H -2.73 -4.15 -1.06 0.13
H -3.26 6.04 3.17 0.14
H -1.57 -6.47 -3.81 0.11
H 1.78 0.62 1.08 0.14
H -7.77 -7.76 6.06 0.13
H -4.74 3.99 5.24 0.10
H 9.60 2.34 -2.97 0.13
H 4.42 1.09 -6.14 0.10
H 3.56 11.17 -0.08 0.12
H 2.10 -1.04 9.67 0.12
H -5.54 1.73 -6.83 0.10
H 7.04 -4.36 -0.91 0.14
H -7.66 -5.46 7.48 0.13
H -7.11 5.18 3.95 0.13
H 1.39 -4.30 7.88 0.13
H -5.86 5.88 -12.10 0.12
H -4.56 3.77 -6.60 0.11
H 7.91 -1.94 -1.18 0.06
H 8.04 -7.47 1.57 0.13
H -7.42 7.32 3.48 0.12
H 1.57 -3.32 5.23 0.07
H -3.57 2.57 -10.03 0.15
H -1.55 -2.79 -4.78 0.11
H 3.94 -0.31 0.63 0.10
H 8.86 -1.10 0.08 0.09
H 6.64 -7.66 2.44 0.12
H 3.07 8.86 0.85 0.15
H -4.27 5.03 0.81 0.13
H 2.46 8.99 -2.13 0.12
H -2.80 -6.68 -5.03 0.13
H -6.17 2.75 -9.69 0.15
H -4.97 -2.87 5.39 0.09
H 9.43 7.09 -2.70 0.07
H 6.71 -9.09 -1.48 0.14
H 7.28 3.44 -5.31 0.10
H -3.86 7.20 -11.04 0.07
H 2.28 0.95 -5.49 0.08
H 8.88 -3.47 0.54 0.11
H 5.40 6.71 0.06 0.13
H -0.34 -3.53 -2.20 0.09
H 7.68 0.93 -2.71 0.15
H -3.52 -3.13 -5.30 0.12
H -7.93 -3.27 4.74 0.11
H -3.71 4.35 2.99 0.13
H 2.83 0.76 -3.89 0.05
H -8.98 -3.67 9.16 0.14
H 2.58 -5.49 11.21 0.13
H 0.75 3.53 -2.41 0.08
H -6.28 -2.08 6.38 0.11
H -0.06 2.14 -2.96 0.06
H 5.41 8.27 1.58 0.12
H 0.36 -0.95 9.21 0.12
H -10.18 -4.82 8.44 0.10
H 1.29 2.00 -0.56 0.06
H -6.77 -3.89 7.59 0.14
H 5.57 -0.22 -6.35 0.13
H -0.48 1.41 1.61 0.11
H 5.07 1.15 -3.61 0.11
H -3.31 1.76 -7.09 0.09
H -6.19 10.29 6.21 0.08
H -4.45 -4.91 -10.13 0.08
H 8.27 -5.66 0.62 0.15
H 5.66 3.33 -4.76 0.12
H -3.26 -5.99 -9.38 0.07
H -2.50 -5.46 -6.85 0.08
H 7.32 8.70 -1.39 0.12
H -0.48 -0.17 2.52 0.12
H -7.76 9.27 4.62 0.13
H 1.80 -5.60 9.64 0.12
H -6.82 -7.79 4.57 0.13
H -0.60 -2.99 10.72 0.12
H 7.42 5.65 -0.97 0.08
H 7.11 6.19 -2.54 0.11
H -0.87 3.44 -2.00 0.07
H -6.10 3.80 3.59 0.13
H 4.23 0.03 -2.13 0.05
H 2.66 -3.08 10.93 0.13
H 7.41 -6.70 -1.06 0.12
H 5.56 -0.84 -1.37 0.02
H -0.66 -4.22 9.37 0.13
H -6.90 7.00 -11.26 0.11
H -4.05 -3.91 -3.16 0.13
H -5.24 5.30 -7.22 0.10
H -8.80 -5.74 5.30 0.11
H 4.11 -1.33 -4.47 0.09
H -4.80 8.27 -11.94 0.08
H 7.51 7.80 0.06 0.11
H 9.33 2.62 -5.87 0.13
H 10.08 1.32 -4.83 0.12
H -3.85 5.44 5.55 0.11
H 4.13 -1.78 5.24 0.07
H 3.38 -2.48 3.89 0.05
H 5.80 -6.43 -1.36 0.11
H -6.07 -6.84 7.35 0.12
H -1.72 -5.37 -1.85 0.11
H -3.35 0.77 -8.46 0.12
H 9.41 5.36 -2.11 0.07
H 6.02 -0.31 -3.89 0.14
H 7.79 -2.76 1.77 0.11
H -7.16 6.81 5.14 0.13
H -0.20 -5.63 11.06 0.12
H -6.90 5.92 1.54 0.11
H -5.39 -0.37 5.10 0.10
H -6.49 4.27 1.25 0.13
H 2.03 -1.36 7.12 0.13
H 2.06 -0.10 -1.37 0.09
H 5.18 -6.02 3.08 0.11
H -1.49 0.99 -0.82 0.11
H 2.55 -1.10 4.71 0.09
H 4.48 -5.91 0.18 0.07
H -4.26 -4.80 -5.27 0.14
H -4.95 9.05 5.92 0.07
H -3.67 -5.71 -3.03 0.14
H -3.71 5.56 -9.72 0.12
H -5.17 -1.26 3.66 0.07
H 7.66 0.93 -6.43 0.15
H -0.40 -4.04 -4.51 0.12
H -5.06 -7.63 6.21 0.13
H -2.51 3.31 -8.74 0.15
H -4.82 6.63 1.31 0.10
H -2.62 0.81 0.61 0.08
H 3.26 7.39 -0.26 0.12
H -2.87 -4.23 -9.68 0.05
H 6.03 -9.67 1.11 0.12
H 6.13 2.58 -6.25 0.09
H -2.25 -3.70 -7.15 0.14
H 5.06 9.59 -2.22 0.15
H 3.10 -3.70 9.36 0.14
H 4.78 9.99 1.38 0.11
H -4.65 7.41 4.72 0.13
H 6.74 2.57 -2.77 0.12
H 1.66 -1.67 -0.89 0.11
H 2.56 -5.53 1.64 0.06
H 3.99 -1.96 0.13 0.09
H 3.45 -1.19 -6.13 0.12
H -5.61 5.38 5.91 0.12
H -0.40 -2.16 0.74 0.11
H -4.97 -4.78 6.50 0.13
H -6.66 3.43 -8.05 0.13
H 3.21 -2.62 7.65 0.11
H -11.58 -2.94 7.69 0.06
H -6.76 5.07 -9.80 0.12
H -4.39 -3.45 -8.08 0.10
H -6.90 -1.00 4.17 0.08
H 8.13 -0.06 -5.02 0.15
H -4.99 -5.04 -7.73 0.11
H 3.03 -3.90 5.97 0.11
H -3.00 -1.22 -0.28 0.12
H -7.86 -5.71 3.95 0.14
H 5.77 10.58 -0.88 0.14
H -6.46 8.66 6.83 0.09
H 6.43 9.56 0.89 0.11
H -9.46 -3.95 6.12 0.10
H -5.02 -5.35 4.83 0.13
H 3.47 11.34 -1.83 0.11
H 2.81 -6.51 3.04 0.10
H -5.90 0.79 -8.28 0.12
H -4.46 4.32 -10.77 0.14
H -6.16 9.45 3.88 0.13
H 5.89 -3.84 0.29 0.08
H 0.24 -2.99 7.62 0.12
H -6.48 -3.74 3.84 0.13
H 1.35 -1.11 1.42 0.15
H -11.19 -2.77 9.50 0.10
H 9.71 6.72 -0.96 0.09
H 8.73 3.64 -3.81 0.10
H -0.18 2.73 0.07 0.13
H -0.14 0.20 -1.68 0.11
H -5.01 7.46 3.04 0.12
H 2.84 -4.79 3.28 0.05
H -2.59 -2.05 1.24 0.10
```

- LUMO energy: -0.2584 hartree
- Relative energy (zero: lowest compared OMol25 entry of this formula, charge and spin): 0.0000 eV
- Kohn-Sham gap: 10.468 eV
- DFT total energy: -415291.574 eV
- HOMO energy: -17.5 eV
- Net charge: +5

***

(2)
The following is a DFT calculation (the ωB97M-V functional and the def2-TZVPD basis) of the molecule C18H18N2O6 in a non-equilibrium geometry.

Geometry as XYZ:
```
44
Properties=species:S:1:pos:R:3:lowdin_charge:R:1
O -2.73 -4.08 2.43 0.02
O 1.82 0.80 -0.62 0.10
O 0.41 -3.74 4.10 0.07
O 0.28 2.87 -1.16 0.02
O -0.03 1.55 -2.95 0.10
O 0.95 2.32 -5.25 0.09
N 0.27 -0.32 0.57 -0.05
N -0.34 -2.39 2.46 -0.03
C -3.71 -4.93 2.79 -0.10
C -0.50 -3.42 3.34 -0.39
C 1.24 3.54 -3.20 -0.06
C 0.98 -1.81 2.34 -0.11
C 1.45 3.36 -4.58 -0.25
C 2.19 4.31 -5.28 -0.01
C 1.80 4.66 -2.56 -0.01
C -1.03 -0.42 1.20 -0.12
C -1.34 -1.87 1.56 -0.12
C -1.77 -4.15 3.39 -0.17
C 0.46 2.56 -2.45 -0.40
C 1.22 -1.37 0.91 -0.10
C -2.15 -5.05 4.35 0.01
C -3.41 -5.55 3.96 -0.04
C 2.53 5.58 -3.27 -0.09
C 2.73 5.40 -4.64 -0.07
C -0.32 1.86 -0.38 -0.07
C 0.70 0.73 -0.16 -0.42
H 1.08 -0.95 3.02 0.14
H -1.39 -2.47 0.65 0.14
H -2.32 -1.90 2.04 0.13
H -1.58 -5.30 5.22 0.12
H 1.71 -2.56 2.65 0.13
H 2.22 -0.96 0.78 0.13
H -1.21 1.48 -0.89 0.13
H 3.30 6.13 -5.19 0.11
H 2.96 6.43 -2.77 0.10
H 1.64 4.77 -1.50 0.12
H 0.48 1.73 -4.62 0.09
H -1.81 -0.06 0.52 0.13
H -4.55 -5.00 2.13 0.12
H 2.34 4.16 -6.34 0.12
H 1.10 -2.22 0.23 0.14
H -1.06 0.20 2.11 0.14
H -4.01 -6.27 4.48 0.10
H -0.60 2.33 0.57 0.14
```

- SMILES: O=C(OCC(=O)N1CCN(C(=O)c2ccco2)CC1)c1ccccc1O
- LUMO energy: 0.0149 hartree
- Relative energy (zero: lowest compared OMol25 entry of this formula, charge and spin): 1.4304 eV
- Kohn-Sham gap: 9.043 eV
- DFT total energy: -34223.782 eV
- HOMO energy: -8.6 eV
- Net charge: 0

***

(3)
The following is a DFT calculation (the ωB97M-V functional and the def2-TZVPD basis) of a structure of composition C6H2BF4O4Tl in a non-equilibrium geometry.

Geometry as XYZ:
```
18
Properties=species:S:1:pos:R:3:lowdin_charge:R:1
Tl -1.52 1.65 -0.21 1.19
F -1.60 5.90 -3.20 0.12
F -1.48 4.16 -1.76 0.02
F -2.19 6.16 -1.10 0.16
F -3.43 4.82 -2.50 0.11
O 0.57 -0.32 -0.83 0.00
O 3.32 -3.81 0.50 0.11
O 1.32 -4.31 2.69 0.17
O -1.17 -0.72 1.29 -0.06
C 2.19 -3.11 0.66 -0.26
C 1.95 -2.15 -0.21 0.17
C -0.14 -1.44 1.18 -0.21
C 0.80 -1.26 -0.08 -0.27
C 1.27 -3.38 1.83 -0.32
C 0.22 -2.61 2.08 0.20
B -2.19 5.28 -2.11 -1.45
H -0.48 -2.83 2.87 0.16
H 2.57 -2.03 -1.10 0.16
```

- LUMO energy: -0.2404 hartree
- Relative energy (zero: lowest compared OMol25 entry of this formula, charge and spin): 0.0000 eV
- Kohn-Sham gap: 3.607 eV
- DFT total energy: -30683.233 eV
- HOMO energy: -10.1 eV
- Net charge: 0

***

(4)
The following is a DFT calculation (the ωB97M-V functional and the def2-TZVPD basis) of the molecule C4H6N2O.

Geometry as XYZ:
```
13
Properties=species:S:1:pos:R:3:lowdin_charge:R:1
O -1.12 -0.67 -0.17 -0.01
N 1.27 -0.10 -0.75 0.01
N 1.62 -1.14 1.31 0.11
C -0.09 0.11 -0.39 -0.41
C 0.49 1.24 -0.56 0.09
C -2.36 0.02 -0.21 -0.04
C 2.10 -0.51 0.32 -0.30
H 2.36 -1.43 1.94 0.04
H -2.56 0.36 -1.24 0.10
H -3.12 -0.69 0.10 0.09
H 0.60 2.23 -0.96 0.09
H -2.35 0.88 0.47 0.10
H 3.16 -0.30 0.15 0.11
```

- SMILES: [H]/N=C/N1C=C1OC
- LUMO energy: 0.0352 hartree
- Relative energy (zero: lowest compared OMol25 entry of this formula, charge and spin): 5.0022 eV
- Kohn-Sham gap: 9.208 eV
- DFT total energy: -9268.500 eV
- HOMO energy: -8.3 eV
- Net charge: 0

***

Question: Which of these has the highest HOMO energy?
Answer: C4H6N2O

***

Question: Which value of Kohn-Sham gap does entry 4 give?
Answer: 9.208 eV